Entry 1:
This record from the OMol25 dataset describes an isolated ion of composition C29H29BF17N2O6 and charge +1. The level of theory is ωB97M-V with the def2-TZVPD basis set.

Geometry as ORCA input:
```
! RIJCOSX wB97M-V def2-TZVPD def2/J DEFGRID3
* xyz 1 1
C 6.01 -4.48 -0.60
C 4.88 -3.31 -0.71
N 5.37 -2.17 0.12
C 4.25 -1.26 0.53
C 3.24 -1.91 1.51
C 1.99 -1.06 1.94
C 1.00 -1.85 2.91
O -0.13 -2.48 2.22
C 0.32 -3.41 1.24
C 0.86 -4.89 1.51
O 0.33 -3.01 0.03
C 1.82 0.39 1.40
C 0.56 1.26 1.79
C -0.61 0.80 2.76
C -1.87 1.74 2.95
C -2.88 1.81 1.68
F -2.22 1.36 0.47
F -3.18 3.19 1.49
C -4.17 0.85 1.83
F -4.73 0.90 3.16
F -3.63 -0.48 1.69
C -5.37 1.17 0.83
F -4.91 1.46 -0.50
F -5.92 2.43 1.29
C -6.61 0.15 0.86
F -7.38 0.51 2.02
F -6.29 -1.21 1.01
C -7.62 0.27 -0.39
F -8.92 -0.06 0.14
F -7.75 1.65 -0.78
C -7.22 -0.56 -1.69
F -5.86 -0.92 -1.79
F -7.47 0.31 -2.81
C -8.09 -1.88 -1.98
F -7.63 -2.38 -3.25
F -9.49 -1.60 -2.20
C -7.91 -3.09 -0.95
F -8.53 -2.91 0.30
F -8.57 -4.22 -1.55
F -6.57 -3.50 -0.75
C 0.46 2.67 1.18
N 1.49 3.25 0.30
B 1.09 4.66 -0.15
O 0.35 4.94 -1.35
O 1.50 5.71 0.76
C 2.70 2.57 -0.09
C 3.73 3.37 -0.99
C 3.74 2.95 -2.55
O 5.04 3.04 -3.17
C 4.85 3.41 -4.55
O 5.56 2.87 -5.43
C 2.89 1.08 0.43
C 4.13 0.21 -0.03
C 5.27 0.57 -1.03
C 4.88 -0.08 -2.48
H 6.35 -4.54 0.51
H 5.62 -5.51 -0.88
H 6.97 -4.19 -1.17
H 3.90 -3.79 -0.36
H 4.76 -3.03 -1.81
H 5.75 -2.54 1.01
H 3.39 -2.99 1.90
H 0.64 -1.24 3.83
H 1.56 -2.74 3.39
H 0.95 -5.11 2.63
H 1.86 -5.01 0.94
H 0.10 -5.61 1.02
H -1.00 -0.21 2.35
H -0.13 0.65 3.81
H -1.51 2.81 3.19
H -2.42 1.41 3.92
H -0.46 3.31 1.45
H 0.81 4.49 -2.10
H 1.17 6.58 0.44
H 4.75 3.23 -0.46
H 3.65 4.51 -0.99
H 3.07 3.73 -3.08
H 3.21 1.94 -2.71
H 4.08 4.17 -4.92
H 6.23 0.00 -0.73
H 5.62 1.61 -1.23
H 5.28 -1.15 -2.58
H 5.29 0.53 -3.35
H 3.73 -0.17 -2.60
*
```

E = -92666.1687 eV
SMILES string = CCNc1cc(COC(C)=O)c2c(CCC(F)(F)C(F)(F)C(F)(F)C(F)(F)C(F)(F)C(F)(F)C(F)(F)C(F)(F)F)c[n+](B(O)O)c(CCOC=O)c2c1CC
Maximum force = 5.59 eV/A
Kohn-Sham gap = 6.838 eV
LUMO level = -4.63 eV

Entry 2:
This record from the OMol25 dataset describes a 3-piece molecular cluster, C29H29Br2NO9 overall. The level of theory is ωB97M-V with the def2-TZVPD basis set.

Geometry as ORCA input:
```
! RIJCOSX wB97M-V def2-TZVPD def2/J DEFGRID3
* xyz 0 1
C 6.44 5.95 0.27
C 4.95 5.98 0.94
O 4.19 6.94 0.59
O 4.53 4.95 1.87
C 4.89 3.66 1.25
C 3.96 2.46 1.77
C 2.65 2.18 0.96
C 1.65 1.01 1.38
C 0.32 0.91 0.44
Br 0.16 -0.29 -1.12
C -0.75 1.80 0.82
C -2.16 1.91 0.08
Br -0.48 3.03 2.39
C 1.92 0.07 2.61
C 3.26 0.37 3.41
C 4.24 1.55 3.01
C 5.53 1.78 3.93
O 6.41 2.69 3.77
C 5.78 0.81 5.21
C 7.05 1.09 6.13
C 7.37 0.18 7.35
C 6.39 -1.02 7.72
C 5.10 -1.32 6.86
N 4.21 -2.43 7.29
C 4.51 -3.52 6.63
O 4.74 -4.51 5.91
C 4.83 -0.38 5.61
C 3.53 -0.59 4.68
O 2.69 -1.52 4.93
H 6.84 7.02 0.18
H 7.19 5.35 0.92
H 6.34 5.51 -0.79
H 6.01 3.51 1.43
H 4.68 3.79 0.12
H 2.42 2.84 0.04
H -2.71 0.91 0.23
H -2.80 2.71 0.62
H -2.05 2.23 -1.02
H 1.20 -0.78 2.90
H 7.71 1.99 5.83
H 8.31 0.40 7.98
H 6.63 -1.65 8.66
C -6.63 -0.11 -3.59
C -5.36 0.57 -3.12
O -5.05 0.22 -1.77
C -4.38 -0.90 -1.40
C -4.18 -1.98 -2.42
O -4.03 -1.05 -0.25
H -6.54 -1.19 -3.58
H -6.89 0.21 -4.60
H -7.46 0.14 -2.92
H -4.51 0.37 -3.78
H -5.50 1.65 -3.13
H -4.97 -2.73 -2.31
H -3.21 -2.45 -2.23
H -4.15 -1.63 -3.45
C -7.49 -3.66 -6.92
C -6.22 -2.99 -6.46
O -5.90 -3.35 -5.10
C -5.24 -4.46 -4.74
C -5.03 -5.55 -5.76
O -4.88 -4.62 -3.59
H -7.40 -4.75 -6.91
H -7.75 -3.34 -7.93
H -8.32 -3.41 -6.25
H -5.37 -3.18 -7.12
H -6.36 -1.90 -6.46
H -5.82 -6.29 -5.65
H -4.07 -6.02 -5.58
H -5.01 -5.19 -6.79
*
```

E = -190532.6043 eV
SMILES string = CC(=O)OCc1cc(/C(Br)=C(/C)Br)cc2c1C(=O)c1cccc(N=C=O)c1C2=O.CCOC(C)=O.CCOC(C)=O
Maximum force = 7.53 eV/A
Kohn-Sham gap = 7.273 eV
LUMO level = -1.71 eV

Entry 3:
This record from the OMol25 dataset describes C29H29Br45Cl3NO2 as an isolated structure. The level of theory is ωB97M-V with the def2-TZVPD basis set.

Geometry as ORCA input:
```
! RIJCOSX wB97M-V def2-TZVPD def2/J DEFGRID3
* xyz 0 1
C 1.73 -1.02 3.36
C 1.92 -0.19 1.96
C 2.75 1.22 2.09
Cl 3.49 1.54 0.38
N 1.94 2.40 2.56
C 1.07 3.12 1.56
O 1.38 4.06 0.66
C -0.41 2.48 1.87
C -1.77 2.32 0.97
C -3.05 1.54 1.70
C -2.93 0.98 3.26
C -4.15 0.15 4.04
Cl -4.41 0.77 5.76
C -3.61 -1.44 4.08
C -3.51 -2.10 2.55
Cl -4.60 -2.51 5.22
C -1.54 1.17 4.17
C -0.29 1.93 3.43
C 1.23 2.30 3.89
O 1.78 2.51 5.10
H 2.05 -0.37 4.30
H 0.59 -1.30 3.54
H 2.39 -2.02 3.40
H 0.84 -0.07 1.49
H 2.51 -0.90 1.20
H 3.68 1.00 2.78
H -1.80 2.74 -0.12
H -4.06 1.36 1.12
H -5.11 0.16 3.36
H -2.49 -1.45 4.49
H -4.56 -2.14 2.03
H -3.00 -3.17 2.58
H -2.82 -1.44 1.83
H -1.42 0.78 5.27
C -0.22 1.39 -2.98
Br -1.89 1.16 -2.03
Br 1.28 1.67 -1.77
Br 0.12 -0.08 -4.21
H -0.31 2.30 -3.59
C -3.31 5.18 -2.27
Br -1.85 4.80 -3.51
Br -3.03 4.31 -0.55
Br -3.61 7.09 -2.08
H -4.22 4.75 -2.71
C 4.35 5.14 4.28
Br 5.71 4.89 2.90
Br 3.50 6.88 4.15
Br 3.05 3.69 4.28
H 4.87 5.11 5.24
C -0.01 -2.23 -7.85
Br 1.45 -2.60 -9.09
Br 0.27 -3.09 -6.13
Br -0.31 -0.32 -7.66
H -0.92 -2.65 -8.29
C 6.72 5.79 7.86
Br 7.17 4.38 6.60
Br 7.81 7.38 7.58
Br 4.82 6.20 7.84
H 6.96 5.41 8.86
C -0.39 7.48 4.13
Br -1.21 7.94 5.83
Br -0.21 5.55 3.91
Br -1.33 8.29 2.63
H 0.62 7.89 4.13
C 5.57 -2.05 0.45
Br 4.40 -2.79 1.81
Br 4.58 -1.46 -1.12
Br 6.70 -0.63 1.16
H 6.23 -2.85 0.12
C -6.61 1.82 -3.04
Br -5.15 1.45 -4.28
Br -6.33 0.96 -1.32
Br -6.91 3.73 -2.85
H -7.52 1.39 -3.48
C 5.90 -2.11 -9.44
Br 5.08 -1.64 -7.74
Br 6.07 -4.03 -9.66
Br 4.96 -1.29 -10.94
H 6.91 -1.69 -9.44
C -5.85 -0.32 9.22
Br -7.11 1.07 9.74
Br -4.66 -0.79 10.69
Br -6.75 -1.87 8.48
H -5.22 0.10 8.43
C -0.86 -6.50 -8.41
Br 0.72 -6.34 -9.53
Br -0.43 -6.39 -6.52
Br -2.24 -5.23 -8.92
H -1.27 -7.50 -8.59
C 1.91 -7.72 -3.07
Br 1.43 -5.85 -2.86
Br 0.41 -8.79 -3.70
Br 3.48 -7.94 -4.21
H 2.19 -8.10 -2.08
C -9.92 -1.69 -1.74
Br -8.46 -2.06 -2.97
Br -9.65 -2.55 -0.02
Br -10.23 0.22 -1.54
H -10.83 -2.12 -2.17
C 9.13 3.84 0.30
Br 10.48 3.59 -1.07
Br 8.28 5.58 0.17
Br 7.83 2.39 0.31
H 9.65 3.81 1.27
C -1.04 -11.18 -6.49
Br -0.24 -10.21 -7.98
Br -2.24 -10.05 -5.46
Br -1.90 -12.82 -7.07
H -0.22 -11.47 -5.82
*
```

E = -3225585.6398 eV
Maximum force = 10.91 eV/A
Kohn-Sham gap = 6.127 eV
LUMO level = -2.08 eV

Entry 4:
This record from the OMol25 dataset describes C29H29Cl2N2O2S4Sb2Tc as an isolated structure. The level of theory is ωB97M-V with the def2-TZVPD basis set.

Geometry as ORCA input:
```
! RIJCOSX wB97M-V def2-TZVPD def2/J DEFGRID3
* xyz 2 1
Tc -0.04 0.05 0.00
S -2.10 -3.65 -3.52
Sb -3.14 -4.60 -1.86
S -0.29 -1.68 -1.61
S -2.14 -1.24 -1.03
S -2.82 -2.88 0.01
N -0.31 -1.49 1.47
C 0.75 -1.92 2.39
C 0.39 -2.16 3.71
C 1.33 -2.64 4.61
C 2.62 -2.89 4.18
C 2.98 -2.63 2.87
C 2.06 -2.13 1.94
C 2.51 -1.72 0.59
C 3.64 -2.24 -0.04
C 4.07 -1.73 -1.26
C 3.41 -0.67 -1.86
C 2.29 -0.13 -1.23
C 1.84 -0.70 -0.05
H -0.68 -2.33 1.02
H -1.08 -1.13 2.04
H -0.63 -2.00 4.03
H 1.04 -2.83 5.63
H 3.36 -3.26 4.87
H 4.01 -2.78 2.56
H 4.18 -3.06 0.41
H 4.94 -2.15 -1.73
H 3.77 -0.24 -2.78
H 1.79 0.74 -1.69
C 0.34 3.07 2.59
Sb 1.50 1.71 1.45
C 2.61 2.94 0.13
C 2.93 0.90 2.77
H 1.01 3.69 3.18
H -0.33 2.52 3.25
H -0.24 3.70 1.93
H 2.93 3.82 0.68
H 1.97 3.25 -0.69
H 3.48 2.40 -0.24
H 3.43 1.73 3.27
H 3.66 0.33 2.21
H 2.44 0.27 3.51
Cl -2.23 3.87 4.89
C -3.78 4.65 4.76
C -4.34 5.22 5.88
C -5.61 5.78 5.80
C -6.30 5.76 4.60
C -5.71 5.20 3.48
Cl -6.57 5.19 1.98
C -4.43 4.65 3.53
N -3.86 4.03 2.38
C -2.82 4.68 1.67
C -2.22 5.86 2.10
C -1.22 6.47 1.35
C -0.81 5.92 0.15
C -1.39 4.75 -0.29
C -2.37 4.10 0.47
C -2.91 2.76 0.00
C -1.77 1.80 0.08
O -1.56 1.01 1.07
O -0.89 1.70 -0.85
H -3.80 5.21 6.82
H -6.06 6.22 6.67
H -7.30 6.18 4.53
H -4.60 3.75 1.75
H -2.56 6.33 3.01
H -0.79 7.39 1.71
H -0.06 6.42 -0.45
H -1.09 4.31 -1.24
H -3.26 2.79 -1.03
H -3.70 2.39 0.64
*
```

E = -121265.1936 eV
Maximum force = 0.92 eV/A
Kohn-Sham gap (alpha / beta) = 4.711 / 4.712 eV
LUMO level (alpha / beta) = -7.78 / -7.78 eV

Entry 5:
This record from the OMol25 dataset describes a 19-piece molecular cluster, C29H29Cl55O6 overall. The level of theory is ωB97M-V with the def2-TZVPD basis set.

Geometry as ORCA input:
```
! RIJCOSX wB97M-V def2-TZVPD def2/J DEFGRID3
* xyz 0 1
O 0.83 4.13 -0.99
C -0.22 3.87 -0.45
O -0.96 2.82 -0.83
C -2.33 2.88 -0.41
C -2.95 1.48 -0.21
C -1.98 0.36 -0.55
C -2.58 -1.01 -0.20
C -2.03 -1.63 1.03
C -0.80 -1.74 1.51
C 0.45 -1.23 0.84
C 1.56 -2.26 0.87
O 1.77 -2.99 -0.05
Cl 2.59 -2.39 2.30
C -0.90 -2.46 2.81
O -0.07 -2.81 3.58
O -2.25 -2.70 3.08
C -2.95 -2.32 1.98
O -4.11 -2.56 1.80
H -0.57 4.47 0.40
H -2.42 3.49 0.49
H -2.89 3.39 -1.18
H -3.83 1.41 -0.84
H -3.25 1.38 0.84
H -1.80 0.40 -1.62
H -1.07 0.57 -0.01
H -2.55 -1.70 -1.03
H -3.64 -0.86 -0.01
H 0.20 -1.10 -0.20
H 0.77 -0.29 1.28
C 5.02 -1.82 -0.55
Cl 5.50 -2.36 -2.16
Cl 6.31 -2.09 0.62
Cl 4.53 -0.12 -0.58
H 4.16 -2.41 -0.24
C -3.26 4.25 3.98
Cl -1.59 4.73 3.66
Cl -3.85 3.20 2.69
Cl -3.39 3.45 5.54
H -3.87 5.14 4.00
C -5.52 2.10 -3.93
Cl -3.99 1.42 -4.49
Cl -6.76 0.84 -3.85
Cl -5.31 2.90 -2.37
H -5.84 2.84 -4.65
C 9.95 -1.65 -0.29
Cl 10.41 -2.21 -1.91
Cl 11.27 -1.94 0.85
Cl 9.50 0.05 -0.32
H 9.09 -2.22 0.03
C -7.55 3.39 7.08
Cl -6.97 2.90 5.49
Cl -6.39 2.93 8.33
Cl -7.85 5.13 7.13
H -8.48 2.88 7.28
C 1.61 -6.56 -0.46
Cl 1.79 -6.14 1.24
Cl 2.55 -8.00 -0.86
Cl -0.10 -6.80 -0.86
H 1.98 -5.74 -1.05
C -8.47 0.96 -0.08
Cl -9.05 2.44 -0.85
Cl -6.71 0.85 -0.18
Cl -9.00 0.88 1.60
H -8.89 0.12 -0.61
C 7.94 -5.65 -0.41
Cl 8.56 -7.23 0.09
Cl 6.30 -5.41 0.16
Cl 9.00 -4.36 0.16
H 7.94 -5.62 -1.49
C -4.88 3.11 -8.14
Cl -4.52 1.48 -8.70
Cl -6.31 3.10 -7.09
Cl -3.50 3.81 -7.31
H -5.11 3.72 -9.00
C 1.36 6.73 -2.61
Cl 0.65 6.70 -4.22
Cl 2.87 7.65 -2.60
Cl 0.23 7.40 -1.43
H 1.58 5.71 -2.31
C 10.56 -9.11 2.64
Cl 12.07 -9.75 1.99
Cl 9.38 -10.41 2.86
Cl 10.83 -8.25 4.15
H 10.15 -8.41 1.92
C 12.60 -12.61 -1.42
Cl 11.82 -12.48 -3.01
Cl 14.12 -11.71 -1.40
Cl 11.52 -12.04 -0.15
H 12.82 -13.65 -1.24
C -7.53 -3.84 1.87
Cl -7.29 -3.42 3.56
Cl -9.19 -4.38 1.59
Cl -7.13 -2.48 0.82
H -6.86 -4.66 1.62
C 0.64 6.89 -8.47
Cl 1.03 5.21 -8.82
Cl -0.72 7.00 -7.35
Cl 2.05 7.74 -7.81
H 0.36 7.37 -9.39
C -10.17 3.61 -7.35
Cl -9.44 5.21 -7.51
Cl -9.55 2.78 -5.93
Cl -11.93 3.73 -7.29
H -9.91 3.03 -8.23
C 3.73 5.97 0.50
Cl 4.02 4.33 -0.07
Cl 2.29 6.04 1.53
Cl 5.13 6.62 1.34
H 3.52 6.56 -0.38
C 11.06 -3.27 4.31
Cl 11.34 -2.72 5.96
Cl 12.00 -4.72 3.96
Cl 9.34 -3.56 4.03
H 11.38 -2.48 3.63
C -9.75 7.33 9.70
Cl -10.08 5.92 10.71
Cl -11.25 8.09 9.17
Cl -8.73 8.48 10.56
H -9.21 6.99 8.82
*
```

E = -731560.5138 eV
Maximum force = 1.84 eV/A
Kohn-Sham gap = 9.604 eV
LUMO level = -1.14 eV